An isolated ion of composition C4H10NS and charge -2 at a distorted geometry. Source: the OMol25 dataset; level of theory: wB97M-V/def2-TZVPD.

Results
Energy relative to the best compared isomer or geometry (same formula, charge and spin): 1.521 eV
E_tot: -16630.708 eV
E_LUMO (spin up / spin down): 5.9 / 5.8 eV
Kohn-Sham gap (spin up / spin down): 1.98 / 5.89 eV
Spin multiplicity: 2
M: 104.20 g/mol
Total charge: -2
HOMO (spin up / spin down): 3.9 / -0.1 eV

The geometry in XYZ format:
```
16
Properties=species:S:1:pos:R:3:forces:R:3
C 0.2542 -0.8840 -0.3311 -1.5 -0.6 0.4
N 0.8327 0.0690 0.6318 0.1 0.4 -1.3
C -0.0748 1.3092 0.7772 2.6 2.0 -2.5
C -1.5018 1.4420 0.2009 1.3 1.1 -1.8
S -2.5425 2.8772 0.7295 0.7 0.1 -0.1
C 1.0686 -2.2049 -0.5469 0.5 5.1 -0.8
H -0.7792 -1.0900 0.0090 0.5 -0.1 0.0
H 0.0820 -0.4101 -1.3224 0.3 -0.2 0.3
H 1.7600 0.3477 0.1801 -1.7 -0.2 0.9
H 0.4949 2.1772 0.2569 -0.7 -1.1 0.6
H 0.0196 1.5987 1.7842 -0.6 0.2 1.5
H -2.0350 0.6600 0.5622 -1.7 -2.7 0.8
H -1.4783 1.3488 -0.9531 0.1 0.2 1.8
H 2.0034 -2.0097 -0.0548 0.9 -0.4 0.0
H 0.7400 -3.1294 -0.3126 -1.5 -2.9 1.0
H 1.1561 -2.1016 -1.6109 0.9 -1.0 -0.8
```
Positions in Å, forces in eV/Å.

These are the Löwdin partial charges, in e, on atoms 1 to 5: atom 1 (C): -0.412, atom 2 (N): -0.112, atom 3 (C): -0.318, atom 4 (C): -0.804, atom 5 (S): -0.048